1.
Molecular formula: C68H76N12O4
Method: DFT, ωB97M-V/def2-TZVPD

The geometry in XYZ format:
```
160
Properties=species:S:1:pos:R:3:forces:R:3
O -0.453 -1.089 -1.898 -0.7 0.7 -0.8
C 0.079 -1.592 -0.950 0.1 -0.7 -0.5
O 0.756 -0.919 -0.047 0.7 -0.6 1.9
C 0.949 0.507 -0.101 -0.8 -0.1 -0.2
C 1.873 0.992 1.006 -2.9 0.1 1.2
C 0.073 -3.099 -0.758 0.4 0.9 -0.2
H -0.074 1.004 0.010 1.4 -0.5 -0.5
H 1.418 0.636 -1.068 -0.3 0.8 -0.4
H 2.813 0.534 1.134 1.4 -0.3 -0.6
H 1.371 0.845 1.990 0.1 -0.2 -0.6
H 1.847 2.070 0.933 0.8 0.4 -0.2
H -0.884 -3.379 -0.380 -1.0 -0.2 0.1
H 0.769 -3.340 0.036 0.5 -0.5 -0.3
H 0.214 -3.550 -1.765 0.2 0.1 0.9
O -0.023 4.163 7.348 0.9 -0.1 0.0
C -0.368 3.412 6.482 -2.5 0.0 -1.1
O 0.277 3.043 5.362 1.1 -0.6 0.3
C 1.703 3.273 5.339 -0.3 1.1 1.0
C 2.503 2.439 6.280 1.4 0.1 1.3
C -1.744 2.724 6.413 1.7 -0.2 -1.3
H 1.798 4.323 5.675 0.4 -0.4 -0.9
H 2.067 3.027 4.348 -0.4 0.6 -0.4
H 3.580 2.650 6.076 -0.7 0.1 0.1
H 2.406 1.390 6.107 -0.4 -0.9 -0.1
H 2.362 2.637 7.369 -0.2 0.0 -0.9
H -1.595 1.967 7.140 -0.6 -1.0 0.8
H -1.869 2.248 5.427 0.1 0.1 0.5
H -2.589 3.328 6.593 -0.7 0.9 0.7
N -2.981 1.914 1.574 0.4 0.0 -0.2
C -2.061 1.976 2.544 0.0 -1.9 0.0
C -1.265 0.874 2.912 0.1 0.3 -0.3
C -1.449 -0.363 2.304 -0.9 0.4 -0.4
C -2.371 -0.412 1.268 -0.9 0.1 -1.2
C -3.071 0.769 0.896 1.2 -0.8 1.0
H -2.013 2.865 3.122 0.2 0.9 0.2
H -0.456 0.967 3.618 -0.2 0.2 0.5
H -0.950 -1.265 2.633 0.3 0.1 0.0
H -2.588 -1.338 0.682 0.3 0.8 0.6
H -3.676 0.796 0.012 -0.4 -0.1 -0.2
N 0.957 -1.174 4.792 0.3 0.1 -0.1
C 1.962 -1.226 3.940 0.9 -2.1 -0.6
C 2.405 -2.456 3.332 -0.3 2.5 1.2
C 1.835 -3.637 3.678 -1.7 -0.8 -0.5
C 0.780 -3.593 4.593 -0.7 1.2 0.7
C 0.384 -2.335 5.110 -0.7 -0.6 0.9
H 2.528 -0.329 3.744 -0.2 0.3 -0.2
H 3.205 -2.408 2.648 0.8 0.1 -0.9
H 2.006 -4.529 3.064 0.3 0.1 0.7
H 0.186 -4.445 4.902 0.2 -0.1 -0.1
H -0.432 -2.196 5.885 0.9 -0.7 -1.2
N -5.519 3.683 -4.014 -1.0 -0.2 -0.4
C -6.242 3.079 -3.051 -0.5 0.2 -0.2
C -5.776 2.804 -1.779 1.8 1.2 -0.2
C -4.422 3.150 -1.522 -0.5 -0.3 -0.7
C -3.641 3.653 -2.564 -1.1 0.0 -0.3
C -4.265 3.978 -3.806 1.3 -0.3 1.6
H -7.282 2.902 -3.341 0.3 -0.1 0.2
H -6.348 2.487 -0.935 -0.7 -0.4 0.0
H -4.035 3.014 -0.510 0.1 -0.1 -0.4
H -2.591 3.778 -2.444 0.6 0.4 0.2
H -3.696 4.531 -4.576 -0.4 -0.5 0.3
N -0.230 2.797 -2.918 0.8 2.0 0.2
C -0.703 1.702 -3.391 -0.9 -1.9 -1.1
C -0.686 1.357 -4.765 -1.3 -1.2 1.1
C -0.077 2.209 -5.607 0.0 0.7 -0.5
C 0.420 3.416 -5.121 -0.5 -1.1 -0.4
C 0.284 3.681 -3.807 0.5 -0.7 1.2
H -1.127 1.023 -2.673 -0.2 -0.3 0.1
H -1.246 0.474 -5.130 0.7 0.5 0.4
H -0.050 1.997 -6.646 0.1 -0.1 -0.8
H 0.879 4.068 -5.792 0.7 1.2 -0.8
H 0.749 4.532 -3.380 0.0 1.0 0.4
N 0.105 6.585 -0.504 0.3 0.5 -0.3
C 0.311 5.298 -0.587 -0.2 -2.8 -0.2
C -0.681 4.316 -0.261 -0.4 1.2 0.5
C -1.913 4.756 0.246 2.1 1.0 -0.1
C -2.060 6.132 0.439 -0.2 0.0 -1.1
C -1.069 6.993 -0.051 -0.6 0.5 0.9
H 1.301 4.964 -0.962 -0.7 0.2 0.3
H -0.599 3.243 -0.324 0.7 0.0 -0.4
H -2.624 4.026 0.544 -0.6 -0.2 0.3
H -3.004 6.508 0.798 0.0 0.3 0.2
H -1.150 8.092 -0.026 -0.4 -0.6 0.2
N 6.574 0.954 1.336 -1.0 -0.8 1.8
C 7.447 0.553 0.454 1.7 0.4 -2.0
C 7.992 -0.742 0.287 -2.1 1.0 2.8
C 7.562 -1.644 1.266 -0.1 -1.3 -1.8
C 6.579 -1.299 2.185 -0.6 0.4 0.6
C 6.123 0.014 2.221 0.4 0.3 -0.7
H 7.801 1.349 -0.239 -0.4 -0.6 0.4
H 8.611 -0.973 -0.525 0.9 -0.3 -0.8
H 7.810 -2.708 1.118 0.2 0.5 0.5
H 6.093 -2.030 2.855 0.6 0.3 -0.4
H 5.368 0.311 2.963 0.3 0.1 -0.5
N 0.881 -6.581 -2.341 0.3 0.0 1.2
C 0.642 -6.101 -3.539 -1.3 -0.1 -1.7
C -0.683 -5.889 -4.105 2.1 -0.2 2.4
C -1.683 -6.122 -3.154 0.0 0.1 -0.6
C -1.457 -6.667 -1.872 1.6 0.7 -0.9
C -0.101 -6.854 -1.488 -2.0 0.2 -0.4
H 1.576 -5.935 -4.068 -0.3 0.3 -0.5
H -0.845 -5.453 -5.099 0.0 -0.3 0.6
H -2.667 -5.778 -3.429 -0.4 -0.4 0.1
H -2.322 -6.819 -1.255 0.0 -0.2 0.5
H 0.159 -7.166 -0.468 0.0 -0.1 -0.5
N -4.037 -2.540 -1.202 -0.2 0.3 0.0
C -4.493 -1.465 -1.799 0.3 1.9 -0.8
C -4.885 -1.401 -3.139 0.1 -1.0 0.1
C -4.864 -2.562 -3.887 0.2 -0.6 1.3
C -4.567 -3.760 -3.219 0.3 1.0 -0.6
C -4.109 -3.650 -1.905 -0.3 -1.6 0.0
H -4.402 -0.538 -1.238 -0.3 -0.1 0.0
H -5.208 -0.538 -3.661 0.0 1.2 0.1
H -5.060 -2.527 -4.935 -0.2 -0.1 -0.5
H -4.635 -4.654 -3.831 0.2 -0.3 0.6
H -3.821 -4.483 -1.273 0.0 -0.6 -0.6
N -2.136 -2.022 -6.121 -0.4 -0.5 -0.5
C -1.129 -2.177 -5.243 0.8 -0.2 -0.6
C 0.214 -2.442 -5.675 -1.0 0.0 1.3
C 0.417 -2.657 -7.030 0.5 -0.3 1.1
C -0.663 -2.640 -7.876 -0.7 0.3 -0.6
C -1.926 -2.279 -7.447 0.2 0.2 1.1
H -1.356 -2.106 -4.145 0.2 0.2 -1.2
H 0.996 -2.547 -4.886 -0.5 0.2 -0.9
H 1.394 -2.920 -7.409 0.1 0.1 0.0
H -0.536 -2.877 -8.905 0.2 -0.1 -0.7
H -2.753 -2.215 -8.208 0.7 0.1 1.3
N 2.730 -2.564 -2.838 0.7 -1.1 1.1
C 3.196 -3.211 -1.723 0.7 2.2 -0.9
C 4.094 -2.590 -0.808 -1.7 -0.9 -0.3
C 4.335 -1.255 -0.982 0.9 1.9 -0.2
C 3.888 -0.605 -2.140 0.6 1.0 0.7
C 3.150 -1.316 -3.055 -0.6 0.2 0.7
H 2.809 -4.191 -1.567 -0.1 -0.7 0.1
H 4.376 -3.088 0.114 0.1 -0.1 -0.2
H 4.889 -0.611 -0.263 -0.4 -0.9 -0.3
H 4.076 0.496 -2.268 -0.2 -1.3 0.0
H 2.732 -0.758 -3.874 -0.1 -0.2 -0.6
N -2.850 -4.170 4.044 -1.1 0.3 -0.4
C -3.969 -3.429 4.263 2.0 -1.2 2.8
C -4.774 -2.958 3.313 -2.4 1.8 -1.1
C -4.388 -3.086 1.989 -0.5 0.4 0.0
C -3.278 -3.828 1.706 0.6 -0.9 -0.4
C -2.586 -4.439 2.773 0.7 0.9 0.1
H -4.098 -3.225 5.333 -0.4 0.0 -0.5
H -5.706 -2.373 3.526 1.1 -0.6 0.1
H -4.943 -2.525 1.245 0.2 -0.4 -0.2
H -2.981 -3.932 0.663 0.2 -0.1 0.4
H -1.646 -4.989 2.685 -0.4 -0.1 -0.7
N 3.432 4.296 1.786 0.4 0.4 1.1
C 4.598 4.027 2.427 -0.8 0.2 -0.6
C 4.947 4.631 3.619 0.2 0.8 0.4
C 4.041 5.534 4.181 0.8 0.2 0.8
C 2.834 5.803 3.589 0.5 -0.2 -0.7
C 2.600 5.183 2.377 0.5 -1.1 -0.6
H 5.266 3.336 1.924 0.0 -0.1 0.0
H 5.944 4.551 4.075 -0.6 -0.4 -0.3
H 4.305 6.071 5.092 0.0 -0.2 -0.1
H 2.158 6.518 4.004 -0.4 0.2 0.1
H 1.702 5.345 1.828 -0.6 0.3 -0.3
```
Positions in Å, forces in eV/Å.

E_tot, hartree: -3594.67264
HOMO-LUMO gap, eV: 9.4
Multiplicity: 1

Atom charges from the Mulliken analysis, given in e for atoms 1 to 2: atom 1 (O): -0.199, atom 2 (C): 0.317

2.
Molecular formula: C7H11NO2S
Method: DFT, ωB97M-V/def2-TZVPD

The geometry in XYZ format:
```
22
Properties=species:S:1:pos:R:3:forces:R:3
C 0.505 -1.395 -1.806 0.6 0.0 0.1
C 0.054 -0.143 0.247 2.2 -3.5 -1.6
C 0.629 1.010 -0.156 2.1 1.6 -1.3
C 0.795 -1.467 -0.368 -1.7 1.1 0.7
C 0.222 -2.755 0.192 -0.8 0.8 -1.5
C 2.280 -1.436 -0.110 0.5 0.0 -2.5
C 0.748 3.702 0.275 0.2 -1.3 -1.2
N 0.380 -1.307 -2.943 -0.2 0.0 -0.2
O -0.840 -0.242 1.030 -2.8 -0.7 2.0
O 0.131 2.170 2.153 0.8 1.3 -0.1
S -0.260 2.234 0.545 1.2 0.0 0.3
H 1.713 0.881 -0.476 -1.8 1.5 0.4
H -0.837 -2.834 0.112 -1.0 0.4 -0.1
H 0.442 -2.932 1.191 0.8 -0.2 1.7
H 0.576 -3.493 -0.470 0.7 -1.5 -0.4
H 2.743 -0.518 -0.536 0.1 -1.0 0.4
H 2.720 -2.345 -0.551 0.1 0.5 -0.3
H 2.479 -1.563 0.897 0.3 0.3 2.2
H 0.231 4.400 0.923 0.5 0.5 -0.1
H 0.523 3.924 -0.857 1.2 -0.1 2.2
H 1.815 3.377 0.650 -2.0 1.2 -1.2
H -0.508 1.678 2.644 -1.0 -0.9 0.3
```
Positions in Å, forces in eV/Å.

Relative energy (zero: lowest compared OMol25 entry of this formula, charge and spin), kcal/mol: 55.2
E_tot, hartree: -876.63760
HOMO-LUMO gap, eV: 9.1
Multiplicity: 1

Atom charges from the Mulliken analysis, given in e for atoms 1 to 2: atom 1 (C): 0.145, atom 2 (C): 0.694